{"formula": "C34H36FeGeN6OS2", "method": "ωB97M-V with the def2-TZVPD basis set", "spin_multiplicity": 6, "e_above_lowest_kj_mol": 0.00, "total_charge": -1, "gap_ev": [4.669, 5.080], "e_homo_ha": [-0.08470, -0.10003], "s2": 8.7951, "symbols": ["Fe", "N", "C", "S", "N", "N", "C", "C", "C", "C", "C", "C", "C", "C", "C", "C", "C", "C", "N", "H", "H", "H", "H", "H", "H", "H", "H", "H", "H", "H", "C", "S", "C", "O", "H", "H", "H", "H", "H", "H", "N", "N", "H", "H", "H", "H", "C", "Ge", "C", "C", "C", "C", "C", "C", "C", "C", "C", "C", "C", "C", "C", "C", "C", "C", "C", "C", "H", "H", "H", "H", "H", "H", "H", "H", "H", "H", "H", "H", "H", "H", "H"], "xyz": [[-0.355, 1.227, 0.513], [1.129, -2.541, 2.967], [0.639, -1.329, 2.522], [-0.936, -1.447, 1.658], [1.293, -0.258, 2.771], [0.769, 0.924, 2.339], [1.081, 2.035, 3.009], [2.024, 2.073, 4.139], [3.280, 1.458, 4.073], [4.175, 1.551, 5.125], [3.838, 2.237, 6.285], [2.579, 2.814, 6.384], [1.684, 2.726, 5.331], [0.389, 3.207, 2.566], [0.758, 4.521, 2.942], [0.063, 5.603, 2.469], [-1.041, 5.385, 1.618], [-1.344, 4.090, 1.275], [-0.653, 3.013, 1.673], [0.788, -3.333, 2.447], [2.115, -2.549, 3.190], [3.552, 0.920, 3.177], [5.150, 1.087, 5.042], [4.546, 2.321, 7.100], [2.289, 3.326, 7.294], [0.694, 3.153, 5.425], [1.605, 4.662, 3.596], [0.346, 6.607, 2.760], [-1.641, 6.205, 1.245], [-2.217, 3.876, 0.666], [3.290, -0.545, -0.067], [2.084, 0.031, -1.293], [3.360, 0.500, -2.535], [1.632, 1.377, -0.802], [3.693, -1.507, -0.387], [2.746, -0.658, 0.871], [4.082, 0.195, 0.044], [3.948, -0.382, -2.790], [3.990, 1.293, -2.132], [2.824, 0.848, -3.417], [-1.693, 3.395, -2.126], [-0.644, 2.630, -1.535], [-1.329, 4.130, -2.720], [-2.212, 3.832, -1.379], [0.167, 3.191, -1.293], [-0.339, 1.934, -2.197], [-0.498, -0.699, 0.102], [-1.294, -1.678, -1.345], [-1.242, -3.604, -0.878], [-0.026, -4.170, -0.489], [0.049, -5.483, -0.051], [-1.103, -6.256, 0.024], [-2.323, -5.705, -0.341], [-2.386, -4.392, -0.790], [-0.328, -1.484, -3.067], [-0.400, -0.293, -3.796], [0.253, -0.144, -5.011], [1.001, -1.190, -5.533], [1.072, -2.389, -4.832], [0.411, -2.530, -3.620], [-3.196, -1.261, -1.784], [-3.641, -1.115, -3.097], [-4.974, -0.835, -3.374], [-5.886, -0.710, -2.336], [-5.458, -0.860, -1.024], [-4.123, -1.124, -0.753], [0.869, -3.553, -0.518], [1.003, -5.909, 0.240], [-1.049, -7.282, 0.369], [-3.225, -6.302, -0.273], [-3.341, -3.962, -1.073], [-1.008, 0.519, -3.411], [0.162, 0.783, -5.567], [1.509, -1.079, -6.482], [1.634, -3.219, -5.245], [0.464, -3.473, -3.087], [-2.937, -1.225, -3.914], [-5.304, -0.722, -4.401], [-6.927, -0.496, -2.549], [-6.171, -0.772, -0.212], [-3.787, -1.216, 0.276]], "lowdin_charge": [0.611, 0.057, -0.705, 0.711, -0.008, -0.047, -0.214, -0.171, -0.037, -0.100, -0.116, -0.102, -0.051, -0.225, -0.048, -0.109, -0.119, -0.194, -0.001, 0.049, 0.078, 0.097, 0.093, 0.089, 0.094, 0.115, 0.102, 0.089, 0.079, 0.089, -0.236, 0.831, -0.244, -0.587, 0.053, 0.017, 0.053, 0.047, 0.046, 0.033, -0.046, -0.094, 0.060, 0.033, 0.070, 0.028, -0.826, 0.819, -0.290, -0.148, -0.109, -0.115, -0.103, -0.101, -0.287, -0.144, -0.106, -0.114, -0.100, -0.105, -0.265, -0.112, -0.107, -0.117, -0.103, -0.114, 0.097, 0.092, 0.090, 0.093, 0.091, 0.088, 0.098, 0.091, 0.094, 0.087, 0.086, 0.092, 0.090, 0.094, 0.093]}

***

{"formula": "C4H15N2O2", "method": "ωB97M-V with the def2-TZVPD basis set", "e_above_lowest_kj_mol": 320.10, "total_charge": 1, "gap_ev": 9.494, "e_homo_ha": -0.45756, "symbols": ["C", "C", "C", "C", "N", "N", "H", "H", "H", "H", "H", "H", "H", "H", "H", "H", "H", "H", "H", "O", "H", "H", "O"], "xyz": [[0.606, -0.446, 0.142], [-0.824, -0.286, -0.551], [-1.723, 0.765, -0.012], [-2.974, 0.283, 0.101], [-1.245, 2.085, 0.016], [1.693, 0.334, -0.729], [0.464, 0.060, 1.131], [0.789, -1.466, 0.135], [-1.403, -1.162, -0.683], [-0.737, -0.087, -1.578], [-3.490, -0.629, 0.013], [-3.681, 1.029, 0.438], [1.261, 1.267, -0.791], [-1.058, 2.441, 1.057], [-1.922, 2.689, -0.472], [1.905, -0.090, -1.556], [2.511, 0.467, -0.127], [-1.777, -1.569, 2.327], [-0.879, -2.083, 1.441], [-0.988, -1.224, 1.871], [4.599, -1.137, -1.403], [4.725, -0.706, -0.012], [4.148, -0.535, -0.757]], "lowdin_charge": [-0.062, -0.185, -0.458, 0.069, 0.056, 0.204, 0.130, 0.091, 0.096, 0.103, 0.063, 0.068, 0.154, 0.159, 0.099, 0.101, 0.128, 0.089, 0.066, -0.066, 0.094, 0.058, -0.056]}

***

{"formula": "C4H24N2O7", "method": "ωB97M-V with the def2-TZVPD basis set", "e_above_lowest_kj_mol": 143.61, "total_charge": 0, "gap_ev": 9.400, "e_homo_ha": -0.33114, "symbols": ["N", "C", "C", "N", "C", "C", "O", "H", "H", "H", "H", "H", "H", "H", "H", "H", "H", "H", "H", "O", "H", "H", "O", "H", "H", "O", "H", "H", "O", "H", "H", "O", "H", "H", "O", "H", "H"], "xyz": [[0.617, 0.650, -2.743], [-0.184, -0.495, -2.282], [0.348, -1.051, -0.963], [0.390, -0.117, 0.168], [-0.713, -0.141, 1.130], [-0.279, 0.508, 2.446], [-0.415, 1.929, 2.391], [0.837, 0.566, -3.719], [0.076, 1.509, -2.644], [-0.135, -1.298, -3.009], [-1.217, -0.171, -2.197], [-0.188, -1.953, -0.654], [1.368, -1.402, -1.157], [0.519, 0.831, -0.174], [-1.604, 0.406, 0.799], [-1.077, -1.153, 1.305], [-0.808, 0.076, 3.300], [0.786, 0.372, 2.593], [-1.338, 2.192, 2.355], [-1.154, 1.908, -1.762], [-0.554, 2.397, -1.140], [-2.055, 2.201, -1.545], [1.806, -2.254, 1.622], [2.225, -1.993, 2.462], [1.586, -1.414, 1.162], [-0.725, -3.441, 1.568], [0.151, -3.014, 1.610], [-0.585, -4.396, 1.639], [3.007, 1.532, -0.557], [2.649, 0.978, -1.289], [3.071, 0.911, 0.170], [0.648, 2.964, 0.038], [0.405, 2.714, 0.948], [1.569, 2.646, -0.098], [-3.388, -0.923, -0.663], [-2.634, -0.381, -0.903], [-3.007, -1.691, -0.204]], "lowdin_charge": [0.004, -0.250, -0.214, -0.069, -0.202, -0.207, -0.082, 0.066, 0.021, 0.112, 0.076, 0.108, 0.109, 0.055, 0.106, 0.093, 0.124, 0.109, 0.101, -0.104, 0.036, 0.088, -0.067, 0.069, 0.011, -0.088, -0.019, 0.044, -0.061, 0.044, 0.040, -0.078, 0.023, 0.030, -0.052, -0.020, 0.045]}

***

{"formula": "C11H16BN6SSr", "method": "ωB97M-V with the def2-TZVPD basis set", "total_charge": -1, "gap_ev": 5.253, "e_homo_ha": -0.08911, "symbols": ["Sr", "B", "N", "C", "C", "C", "N", "N", "C", "C", "C", "N", "H", "H", "H", "H", "H", "H", "H", "H", "C", "C", "C", "C", "N", "N", "C", "H", "H", "H", "H", "H", "H", "H", "H", "S"], "xyz": [[-1.237, -0.732, -1.216], [-0.677, 1.840, 1.217], [-1.091, 0.592, 2.046], [-1.496, 0.521, 3.322], [-1.870, -0.781, 3.596], [-1.652, -1.455, 2.388], [-1.182, -0.623, 1.463], [-1.904, 2.362, 0.406], [-2.683, 3.420, 0.672], [-3.706, 3.464, -0.258], [-3.460, 2.354, -1.073], [-2.374, 1.697, -0.670], [-0.335, 2.717, 1.978], [0.195, 1.505, 0.438], [-1.484, 1.399, 3.947], [-2.235, -1.181, 4.526], [-1.810, -2.493, 2.139], [-2.450, 4.069, 1.501], [-4.500, 4.185, -0.334], [-4.015, 2.003, -1.929], [3.537, -3.771, -0.867], [2.938, -2.448, -1.202], [3.508, -1.213, -1.448], [2.431, -0.350, -1.739], [1.293, -1.022, -1.661], [1.615, -2.279, -1.335], [2.446, 1.111, -2.049], [4.622, -3.695, -0.846], [3.260, -4.525, -1.605], [3.200, -4.120, 0.110], [4.558, -0.971, -1.428], [0.853, -2.965, -1.354], [3.386, 1.399, -2.520], [2.322, 1.703, -1.141], [1.631, 1.361, -2.727], [-1.631, -3.073, -2.346]], "lowdin_charge": [0.802, -0.442, -0.106, -0.110, -0.085, -0.167, -0.053, -0.105, -0.111, -0.087, -0.178, -0.053, 0.065, 0.054, 0.111, 0.079, 0.103, 0.111, 0.079, 0.098, -0.026, -0.308, 0.000, -0.355, -0.061, 0.021, -0.037, 0.072, 0.083, 0.079, 0.099, 0.038, 0.072, 0.069, 0.076, -0.827]}

***

{"formula": "C29H12F5MnN6O5S", "method": "ωB97M-V with the def2-TZVPD basis set", "spin_multiplicity": 6, "e_above_lowest_kj_mol": 42.80, "total_charge": -1, "gap_ev": [5.032, 5.059], "e_homo_ha": [-0.16045, -0.16350], "s2": 8.7547, "symbols": ["Mn", "C", "C", "N", "C", "C", "N", "C", "C", "C", "C", "C", "N", "C", "C", "N", "C", "C", "N", "C", "C", "C", "N", "C", "C", "H", "H", "H", "H", "H", "H", "H", "H", "H", "H", "H", "H", "O", "C", "C", "O", "C", "C", "O", "C", "O", "O", "F", "C", "C", "F", "C", "F", "C", "S", "C", "F", "C", "F"], "xyz": [[-0.847, -0.450, -0.022], [3.026, -2.797, 0.096], [1.856, -2.162, 0.508], [1.449, -1.055, -0.092], [2.182, -0.570, -1.093], [3.332, -1.226, -1.505], [3.758, -2.337, -0.907], [1.685, 0.708, -1.661], [2.385, 1.448, -2.601], [1.868, 2.667, -3.027], [0.676, 3.102, -2.461], [0.035, 2.300, -1.527], [0.526, 1.123, -1.156], [-1.226, 2.686, -0.834], [-1.997, 3.782, -1.192], [-3.105, 4.108, -0.534], [-3.445, 3.323, 0.480], [-2.696, 2.206, 0.832], [-1.588, 1.893, 0.177], [2.579, 3.488, -4.039], [1.896, 4.370, -4.871], [2.604, 5.116, -5.799], [3.923, 5.049, -5.953], [4.575, 4.204, -5.159], [3.959, 3.412, -4.202], [3.368, -3.700, 0.587], [1.241, -2.531, 1.322], [3.924, -0.866, -2.336], [3.306, 1.061, -3.009], [0.268, 4.070, -2.709], [-1.730, 4.410, -2.033], [-4.348, 3.572, 1.023], [-3.000, 1.556, 1.643], [0.819, 4.462, -4.833], [2.080, 5.800, -6.457], [5.650, 4.157, -5.289], [4.568, 2.771, -3.580], [-4.970, -1.641, 4.333], [-4.167, -1.434, 3.457], [-4.481, -1.050, 2.017], [-5.586, -0.831, 1.562], [-3.181, -0.943, 1.341], [-2.136, -1.148, 2.268], [-0.891, -1.020, 1.932], [-2.653, -1.491, 3.588], [-2.034, -1.744, 4.604], [-2.972, -0.632, 0.114], [2.375, -6.499, -1.767], [1.643, -5.386, -1.910], [0.615, -5.103, -1.029], [0.354, -5.949, -0.025], [-0.121, -3.940, -1.174], [-1.080, -3.705, -0.273], [0.119, -3.010, -2.190], [-0.810, -1.546, -2.371], [1.163, -3.339, -3.055], [1.499, -2.504, -4.053], [1.914, -4.494, -2.932], [2.918, -4.744, -3.784]], "lowdin_charge": [0.776, -0.101, -0.073, 0.082, -0.208, -0.064, 0.104, -0.195, 0.063, -0.127, 0.054, -0.172, 0.101, -0.176, -0.071, 0.088, -0.086, -0.056, 0.111, -0.159, -0.013, -0.140, 0.057, -0.141, -0.013, 0.116, 0.125, 0.114, 0.108, 0.107, 0.108, 0.113, 0.119, 0.111, 0.105, 0.105, 0.110, 0.109, -0.268, -0.304, 0.081, -0.347, -0.314, -0.135, -0.308, 0.074, -0.123, 0.105, -0.157, -0.161, 0.113, -0.263, 0.087, -0.566, 0.655, -0.261, 0.062, -0.161, 0.105]}

***

{"formula": "C4H12N4", "method": "ωB97M-V with the def2-TZVPD basis set", "e_above_lowest_kj_mol": 209.76, "total_charge": 2, "gap_ev": 9.539, "e_homo_ha": -0.65058, "symbols": ["C", "C", "C", "C", "N", "N", "N", "N", "H", "H", "H", "H", "H", "H", "H", "H", "H", "H", "H", "H"], "xyz": [[0.071, 0.719, -0.664], [-0.004, -0.364, -2.867], [-0.689, -0.119, 2.105], [1.486, -1.164, -1.218], [0.426, -0.264, -1.669], [-2.017, -0.210, 1.960], [0.314, 1.948, -0.971], [-0.280, 0.397, 3.206], [0.280, -1.299, -3.481], [-0.444, 0.449, -3.394], [-0.073, -0.760, 1.468], [1.704, -1.724, -2.113], [2.359, -0.469, -0.887], [1.090, -1.769, -0.410], [-2.630, 0.090, 2.662], [-2.630, -0.697, 1.203], [-0.010, 2.637, -0.314], [0.927, 2.182, -1.736], [-0.840, 1.172, 3.591], [0.573, 0.381, 3.626]], "lowdin_charge": [-0.043, 0.193, -0.198, 0.023, -0.204, 0.169, 0.203, 0.217, 0.169, 0.119, 0.125, 0.099, 0.163, 0.097, 0.107, 0.199, 0.134, 0.146, 0.173, 0.109]}

***

Number 1: electronic energy -5857.89809 hartree, strongest force on any atom 1.14 eV Å⁻¹, M 737.29 g/mol. Number 2: electronic energy -421.07153 hartree, strongest force on any atom 6.52 eV Å⁻¹, M 123.18 g/mol. Number 3: electronic energy -802.97626 hartree, strongest force on any atom 2.97 eV Å⁻¹, M 212.24 g/mol. Number 4: electronic energy -1211.20984 hartree, strongest force on any atom 0.46 eV Å⁻¹, M 362.79 g/mol. Number 5: electronic energy -3865.74257 hartree, strongest force on any atom 0.61 eV Å⁻¹, M 706.45 g/mol. Number 6: electronic energy -377.91989 hartree, strongest force on any atom 4.07 eV Å⁻¹, M 116.17 g/mol.